No. 1
The following is a quantum chemistry calculation of C4H8O2 in the gas phase, from the Open Molecules 2025 dataset.

Cartesian coordinates (Å):
1 C -1.2540 -0.8630 -0.3622
2 C -0.5750 0.2311 -1.1815
3 O 0.0353 1.2393 -0.3931
4 C 1.1912 0.8142 0.2742
5 C 0.8938 0.0154 1.5344
6 O 1.6163 -0.8481 1.9699
7 H -1.6943 -0.4249 0.5399
8 H -0.5571 -1.6502 -0.0572
9 H -2.0636 -1.3303 -0.9318
10 H 0.1693 -0.2014 -1.8678
11 H -1.3160 0.7531 -1.7905
12 H 1.7295 1.7238 0.5715
13 H 1.8574 0.2202 -0.3693
14 H -0.0328 0.3208 2.0635

Properties
Structure (SMILES): CCOCC=O
Multiplicity: 1
HOMO level (eV): -9.710
Relative energy (zero: lowest compared OMol25 entry of this formula, charge and spin) (kcal per mole): 37.87

No. 2
The following is a quantum chemistry calculation of C4H8O2 in the gas phase at a distorted geometry, from the Open Molecules 2025 dataset.

Cartesian coordinates (Å):
1 C 0.7411 0.3856 1.4648
2 C -0.3643 0.0563 0.4820
3 C -0.4680 0.8946 -0.7965
4 O -0.5252 -0.2812 -1.6353
5 C -0.1567 -1.1371 -0.4701
6 O 1.1409 -1.4205 -0.8309
7 H 0.7296 -0.3007 2.3174
8 H 0.6235 1.4049 1.8513
9 H 1.7171 0.3044 0.9768
10 H -1.3395 -0.0162 0.9720
11 H -1.3822 1.4658 -0.9413
12 H 0.4080 1.5295 -1.0017
13 H -0.7982 -2.0226 -0.3575
14 H 0.9561 -0.8120 -1.6356

Properties
Structure (SMILES): C[C@H]1CO[C@H]1O
Multiplicity: 1
HOMO level (eV): -10.256
Relative energy (zero: lowest compared OMol25 entry of this formula, charge and spin) (kcal per mole): 53.48

No. 3
The following is a quantum chemistry calculation of C4H8O2 in the gas phase, from the Open Molecules 2025 dataset.

Cartesian coordinates (Å):
1 C -0.5747 -0.2003 -1.8987
2 O 0.2757 0.4285 -0.9705
3 C 0.3657 -0.2035 0.2820
4 C 1.2128 0.6843 1.1957
5 C -0.9826 -0.3709 0.9533
6 O -1.1520 -1.0267 1.9516
7 H -0.3844 0.2405 -2.8797
8 H -0.3955 -1.2831 -1.9529
9 H -1.6332 -0.0441 -1.6533
10 H 0.8269 -1.2018 0.1910
11 H 2.2224 0.7933 0.7934
12 H 0.7548 1.6768 1.2519
13 H 1.2601 0.2551 2.1999
14 H -1.8215 0.2011 0.5084

Properties
Structure (SMILES): CO[C@@H](C)C=O
Multiplicity: 1
HOMO level (eV): -9.655
Relative energy (zero: lowest compared OMol25 entry of this formula, charge and spin) (kcal per mole): 36.87

No. 4
The following is a quantum chemistry calculation of C4H8O2 in the gas phase, from the Open Molecules 2025 dataset.

Cartesian coordinates (Å):
1 C -0.4276 0.8636 1.7976
2 C -0.1077 -0.1629 0.7415
3 O 1.0845 0.1898 0.0999
4 C 1.0056 -0.4769 -1.1435
5 C -0.4598 -0.3086 -1.5329
6 O -1.1157 -0.1996 -0.2664
7 H -1.3368 0.6122 2.3633
8 H 0.4180 0.9429 2.5074
9 H -0.5629 1.8433 1.3309
10 H -0.0131 -1.1814 1.1766
11 H 1.2767 -1.5476 -1.0031
12 H 1.7265 -0.0234 -1.8436
13 H -0.8586 -1.1661 -2.1078
14 H -0.6291 0.6147 -2.1199

Properties
Structure (SMILES): CC1OCCO1
Multiplicity: 1
HOMO level (eV): -9.879
Relative energy (zero: lowest compared OMol25 entry of this formula, charge and spin) (kcal per mole): 27.89

No. 5
The following is a quantum chemistry calculation of C4H8O2 in the gas phase at a distorted geometry, from the Open Molecules 2025 dataset.

Cartesian coordinates (Å):
1 O 0.6278 0.9069 -2.1563
2 C 1.4038 0.1447 -1.2562
3 C 0.7147 -0.1214 0.0493
4 C -0.2950 0.5821 0.5644
5 C -1.1074 -0.1013 1.6402
6 O -1.5702 -1.3002 1.0237
7 H -0.1672 0.3922 -2.3515
8 H 1.6906 -0.8247 -1.6966
9 H 2.3292 0.7057 -1.0973
10 H 1.0165 -1.0286 0.5769
11 H -0.6381 1.5090 0.1084
12 H -1.9615 0.4950 1.9853
13 H -0.4952 -0.3534 2.5152
14 H -1.5479 -1.0059 0.0946

Properties
Structure (SMILES): OC/C=C/CO
Multiplicity: 1
HOMO level (eV): -9.569
Relative energy (zero: lowest compared OMol25 entry of this formula, charge and spin) (kcal per mole): 50.32

No. 6
The following is a quantum chemistry calculation of C4H8O2 in the gas phase, from the Open Molecules 2025 dataset.

Cartesian coordinates (Å):
1 C 0.2780 1.9501 1.4928
2 O 1.0606 0.7320 0.5494
3 C 0.4153 -0.5515 0.4697
4 C -0.8240 -0.6015 -0.3909
5 C -0.6762 -0.8729 -1.8246
6 O -1.0576 -1.8978 -0.9242
7 H 0.0716 1.3083 2.3746
8 H 1.2516 2.4062 1.7664
9 H 0.9741 1.2144 -0.2829
10 H 0.1911 -0.8210 1.5025
11 H 1.1487 -1.2542 0.0629
12 H -1.7139 -0.0878 -0.0308
13 H 0.3267 -0.9764 -2.2432
14 H -1.4461 -0.5480 -2.5218

Properties
Multiplicity: 1
HOMO level (eV): -7.779
Relative energy (zero: lowest compared OMol25 entry of this formula, charge and spin) (kcal per mole): 144.19

No. 7
The following is a quantum chemistry calculation of C4H8O2 in the gas phase, from the Open Molecules 2025 dataset.

Cartesian coordinates (Å):
1 C -0.1796 -0.9241 1.7956
2 C 0.2783 0.0151 0.7050
3 O 1.3055 0.6333 0.8929
4 C -0.4710 0.2668 -0.6055
5 C 0.5649 1.0740 -1.4874
6 O -1.2351 -0.8636 -1.0546
7 H -0.0754 -0.3204 2.7014
8 H 0.5625 -1.7279 1.8820
9 H -1.1867 -1.3364 1.7090
10 H -1.2960 0.9668 -0.4410
11 H 1.0945 1.8565 -0.9098
12 H 0.0307 1.5980 -2.2720
13 H 1.3857 0.4774 -1.8980
14 H -0.7783 -1.7154 -1.0178

Properties
Structure (SMILES): CC(=O)[C@@H](C)O
Multiplicity: 1
HOMO level (eV): -9.659
Relative energy (zero: lowest compared OMol25 entry of this formula, charge and spin) (kcal per mole): 33.15

No. 8
The following is a quantum chemistry calculation of C4H8O2 in the gas phase, from the Open Molecules 2025 dataset.

Cartesian coordinates (Å):
1 O 1.5372 0.1792 1.1062
2 C 1.0042 0.1044 -0.1844
3 C 0.0789 1.2659 -0.6142
4 C -1.1245 0.4807 -0.0707
5 C -0.2749 -0.7919 -0.1611
6 O -0.4575 -1.6015 0.9843
7 H 1.0088 -0.4615 1.6138
8 H 1.8020 -0.1292 -0.9079
9 H 0.0320 1.3367 -1.7071
10 H 0.2906 2.2455 -0.1862
11 H -2.0952 0.5617 -0.5689
12 H -1.2605 0.6856 0.9976
13 H -0.2521 -1.3436 -1.0986
14 H -0.2891 -2.5321 0.7971

Properties
Structure (SMILES): O[C@@H]1CC[C@@H]1O
Multiplicity: 1
HOMO level (eV): -9.839
Relative energy (zero: lowest compared OMol25 entry of this formula, charge and spin) (kcal per mole): 40.03

No. 9
The following is a quantum chemistry calculation of 3 unconnected molecules or ions with the total composition C4H8O2, from the Open Molecules 2025 dataset.

Cartesian coordinates (Å):
1 C -1.6540 0.4514 0.1945
2 C -0.2822 0.5700 -0.2037
3 O 0.5569 1.3224 0.5999
4 C 1.5578 0.2803 0.6698
5 C 0.7969 -0.5208 -0.4031
6 O 0.4407 -1.8451 -0.1944
7 H -1.8513 0.4273 1.2767
8 H -2.4288 0.9817 -0.3463
9 H -1.5174 -0.2104 -1.2304
10 H -0.8484 0.3944 -1.6027
11 H 1.5570 -0.1922 1.6578
12 H 2.5562 0.6511 0.4217
13 H 1.3000 -0.4782 -1.3718
14 H -0.2856 -1.8597 0.4452

Properties
Multiplicity: 1
HOMO level (eV): -9.120
Relative energy (zero: lowest compared OMol25 entry of this formula, charge and spin) (kcal per mole): 152.46

No. 10
The following is a quantum chemistry calculation of C4H8O2 in the gas phase, from the Open Molecules 2025 dataset.

Cartesian coordinates (Å):
1 C 0.5043 0.5565 2.1335
2 C 0.5413 0.9484 0.6704
3 O 0.3239 -0.2308 -0.1232
4 C -0.4367 -0.0858 -1.2247
5 C -0.6418 -1.4041 -1.9256
6 O -0.9150 0.9632 -1.5852
7 H -0.4195 0.0135 2.3555
8 H 1.3526 -0.0793 2.4033
9 H 0.5329 1.4557 2.7578
10 H -0.2281 1.6824 0.4233
11 H 1.5151 1.3639 0.3885
12 H 0.2435 -2.0382 -1.8475
13 H -0.8926 -1.2154 -2.9701
14 H -1.4798 -1.9301 -1.4559

Properties
Structure (SMILES): CCOC(C)=O
Multiplicity: 1
HOMO level (eV): -10.392
Relative energy (zero: lowest compared OMol25 entry of this formula, charge and spin) (kcal per mole): 6.32

No. 11
The following is a quantum chemistry calculation of C4H8O2 in the gas phase, from the Open Molecules 2025 dataset.

Cartesian coordinates (Å):
1 O -1.9148 -0.6234 -0.3284
2 C -1.5545 0.4284 0.5354
3 C -0.0694 0.2921 0.9179
4 C 0.9452 0.3807 -0.2220
5 C 1.6094 -0.7770 -0.8405
6 O 0.5678 -0.0873 -1.5232
7 H -1.2901 -0.5523 -1.0678
8 H -1.8317 1.4021 0.0978
9 H -2.1561 0.3244 1.4484
10 H 0.2163 1.0409 1.6667
11 H 0.0009 -0.6900 1.3960
12 H 1.5084 1.3132 -0.2700
13 H 1.3701 -1.7921 -0.5237
14 H 2.5987 -0.6596 -1.2866

Properties
Structure (SMILES): OCC[C@H]1CO1
Multiplicity: 1
HOMO level (eV): -10.095
Relative energy (zero: lowest compared OMol25 entry of this formula, charge and spin) (kcal per mole): 49.57

No. 12
The following is a quantum chemistry calculation of C4H8O2 in the gas phase, from the Open Molecules 2025 dataset.

Cartesian coordinates (Å):
1 C 0.4826 -1.5430 1.1178
2 O -0.2219 -0.3298 1.2477
3 C 0.4360 0.7801 0.6961
4 C -0.0124 1.2034 -0.7039
5 C -1.0281 0.3850 -1.4708
6 O 0.4539 2.2279 -1.1548
7 H 1.4913 -1.4691 1.5531
8 H -0.0833 -2.3010 1.6655
9 H 0.5788 -1.8626 0.0680
10 H 0.2573 1.6440 1.3460
11 H 1.5264 0.6310 0.6564
12 H -1.9988 0.8909 -1.4074
13 H -1.1482 -0.6312 -1.0903
14 H -0.7336 0.3743 -2.5235

Properties
Structure (SMILES): COCC(C)=O
Multiplicity: 1
HOMO level (eV): -9.469
Relative energy (zero: lowest compared OMol25 entry of this formula, charge and spin) (kcal per mole): 32.66

No. 13
The following is a quantum chemistry calculation of C4H8O2 in the gas phase at a distorted geometry, from the Open Molecules 2025 dataset.

Cartesian coordinates (Å):
1 C 1.6992 0.6373 -0.1853
2 C 0.7283 -0.4664 -0.1232
3 O -0.2356 -0.7541 1.5576
4 C -1.3417 -0.7384 0.6517
5 C -0.6795 -0.2454 -0.6320
6 O -1.0332 1.0740 -1.0008
7 H 1.2619 1.6354 -0.0458
8 H 2.5626 0.4963 0.4685
9 H 2.0654 0.6103 -1.2250
10 H 0.6539 -1.3142 0.7543
11 H -2.0972 -0.0311 1.0060
12 H -1.8043 -1.7286 0.5614
13 H -0.8918 -0.8412 -1.5234
14 H -0.9431 1.6272 -0.2091

Properties
Multiplicity: 1
HOMO level (eV): -8.852
Relative energy (zero: lowest compared OMol25 entry of this formula, charge and spin) (kcal per mole): 114.43

No. 14
The following is a quantum chemistry calculation of C4H8O2 in the gas phase, from the Open Molecules 2025 dataset.

Cartesian coordinates (Å):
1 C -0.7833 -0.8666 -0.8930
2 C -0.0788 0.2098 -0.0823
3 C 1.4033 -0.1061 0.1201
4 O -0.3024 1.4161 -0.7955
5 C -0.7833 0.3386 1.2724
6 O -0.3652 -0.0828 2.3161
7 H -1.8354 -0.5804 -1.0453
8 H -0.7215 -1.8398 -0.3940
9 H -0.3111 -0.9248 -1.8801
10 H 1.8741 0.6758 0.7370
11 H 1.9233 -0.1541 -0.8356
12 H 1.5099 -1.0486 0.6737
13 H 0.2456 2.1108 -0.3983
14 H -1.7753 0.8520 1.2049

Properties
Structure (SMILES): CC(C)(O)C=O
Multiplicity: 1
HOMO level (eV): -9.723
Relative energy (zero: lowest compared OMol25 entry of this formula, charge and spin) (kcal per mole): 22.06

No. 15
The following is a quantum chemistry calculation of a molecular structure, C4H8O2 at a distorted geometry, from the Open Molecules 2025 dataset.

Cartesian coordinates (Å):
1 C -0.2744 0.0004 -1.1917
2 C 0.4246 0.4345 0.0134
3 O 0.3691 1.7383 0.4605
4 C 1.5905 -0.5316 0.2973
5 O 0.7067 -1.4821 0.9160
6 C -0.3800 -0.7453 0.4031
7 H -2.3352 0.4999 -0.1887
8 H 0.1637 -0.5463 -2.0158
9 H -0.9937 0.7627 -1.5330
10 H 0.0005 1.6904 1.3524
11 H 2.3972 -0.1295 0.9075
12 H 1.9635 -1.0358 -0.5952
13 H -2.3023 0.5335 0.5504
14 H -1.3302 -1.1891 0.6238

Properties
Multiplicity: 1
HOMO level (eV): -8.578
Relative energy (zero: lowest compared OMol25 entry of this formula, charge and spin) (kcal per mole): 129.93

No. 16
The following is a quantum chemistry calculation of C4H8O2 in the gas phase at a distorted geometry, from the Open Molecules 2025 dataset.

Cartesian coordinates (Å):
1 O 2.4659 -0.4463 -0.0317
2 C 1.1279 -0.1801 -0.8228
3 C 0.2764 0.1788 0.3442
4 C -0.8382 1.2201 0.4103
5 C -1.1546 -0.2462 0.5449
6 O -1.8082 -0.8820 -0.5282
7 H 2.5727 -1.3915 0.1707
8 H 0.8671 -1.0980 -1.3515
9 H 1.3987 0.6387 -1.4914
10 H 1.4001 -0.0404 0.9096
11 H -1.2127 1.6931 -0.5039
12 H -0.8967 1.8653 1.2870
13 H -1.4456 -0.6328 1.5233
14 H -2.7528 -0.6786 -0.4605

Properties
Structure (SMILES): OC[C@H]1C[C@H]1O
Multiplicity: 1
HOMO level (eV): -9.253
Relative energy (zero: lowest compared OMol25 entry of this formula, charge and spin) (kcal per mole): 95.18

No. 17
The following is a quantum chemistry calculation of 3 unconnected molecules or ions with the total composition C4H8O2 at a distorted geometry, from the Open Molecules 2025 dataset.

Cartesian coordinates (Å):
1 C 0.5244 1.2207 -1.6657
2 C -0.1882 0.4460 -0.7080
3 O -0.9121 0.8550 0.2968
4 C 0.0333 -1.0073 -0.8793
5 C -0.2314 -1.9311 0.0417
6 H 0.7098 2.2798 -1.5788
7 H 0.7145 0.7952 -2.6309
8 H 1.7155 -0.2197 -0.3061
9 H -0.1365 -1.2264 -1.9611
10 H -0.6093 -1.5819 0.9367
11 H 0.1737 -2.9755 -0.1835
12 H 0.4300 -0.4933 2.4180
13 H -0.1072 0.7051 1.5238
14 O 0.4472 0.4384 2.3343

Properties
Multiplicity: 1
HOMO level (eV): -9.134
Relative energy (zero: lowest compared OMol25 entry of this formula, charge and spin) (kcal per mole): 169.81

E_tot (computed, eV): -8371.6396, -8370.9627, -8371.6829, -8372.0724, -8371.0995, -8367.0290, -8371.8442, -8371.5458, -8366.6706, -8373.0076, -8371.1324, -8371.8655, -8368.3197, -8372.3252, -8367.6474, -8369.1544, -8365.9180